Entry 1:
Computed, not measured: a cluster of 2 separate species, C31H38F5NO8PS in total, with the ωB97M-V functional and the def2-TZVPD basis.

XYZ file:
```
85
Properties=species:S:1:pos:R:3:lowdin_charge:R:1
C 7.528 -2.568 1.363 -0.063
C 7.707 -2.099 -0.069 -0.249
O 7.584 -0.653 -0.102 -0.215
P 7.218 0.016 -1.491 0.448
O 7.814 -0.592 -2.694 -0.234
C 5.411 -0.091 -1.589 -0.208
C 4.817 0.836 -2.675 -0.182
C 3.784 1.849 -2.152 -0.085
C 2.376 1.405 -2.097 -0.152
N 1.938 0.236 -2.456 0.164
C 0.490 0.097 -2.229 -0.215
S -0.038 -1.627 -1.909 0.811
O -0.904 -1.676 -0.772 -0.232
O -0.431 -2.157 -3.183 -0.232
C 1.482 -2.600 -1.405 -0.477
F 1.044 -3.843 -1.379 0.175
F 2.426 -2.468 -2.353 0.122
C 2.095 -2.295 -0.014 -0.602
F 2.507 -1.019 0.029 0.158
F 1.218 -2.481 0.937 0.219
F 3.136 -3.070 0.179 0.220
C 0.258 1.097 -1.071 -0.244
C -1.138 1.692 -0.875 -0.132
C -2.058 1.014 0.150 -0.152
C -1.353 0.645 1.454 -0.223
O -0.364 1.628 1.747 -0.216
C 0.141 1.554 3.074 -0.084
C 1.220 2.210 -1.609 -0.024
O 7.600 1.542 -1.304 -0.179
C 7.011 2.373 -0.285 -0.257
C 7.755 2.303 1.033 -0.061
H 8.445 -2.446 1.940 0.081
H 7.241 -3.621 1.372 0.081
H 6.743 -1.987 1.851 0.077
H 8.687 -2.366 -0.466 0.127
H 6.962 -2.564 -0.722 0.109
H 4.907 0.026 -0.625 0.089
H 5.253 -1.135 -1.883 0.093
H 4.338 0.219 -3.443 0.112
H 5.603 1.384 -3.198 0.121
H 4.015 2.138 -1.116 0.134
H 3.810 2.792 -2.712 0.155
H 2.552 -0.469 -2.848 0.152
H -0.086 0.407 -3.106 0.161
H 0.745 0.768 -0.154 0.137
H -0.976 2.715 -0.524 0.123
H -1.629 1.784 -1.851 0.133
H -2.875 1.704 0.378 0.120
H -2.525 0.129 -0.288 0.098
H -0.908 -0.357 1.418 0.108
H -2.097 0.629 2.260 0.131
H -0.108 0.598 3.543 0.090
H 1.229 1.653 3.047 0.084
H -0.269 2.370 3.675 0.093
H 1.518 2.950 -0.868 0.151
H 0.795 2.666 -2.515 0.164
H 5.959 2.119 -0.129 0.090
H 7.038 3.390 -0.684 0.126
H 7.236 2.953 1.747 0.086
H 8.777 2.666 0.937 0.090
H 7.735 1.295 1.445 0.068
C -10.386 1.944 0.226 -0.049
C -9.252 2.549 -0.304 -0.054
C -8.021 1.925 -0.207 -0.005
C -7.914 0.695 0.430 -0.085
C -9.051 0.094 0.976 -0.080
C -10.286 0.720 0.866 0.004
C -8.965 -1.209 1.695 -0.275
O -9.950 -1.736 2.163 0.117
C -7.620 -1.842 1.824 -0.078
C -7.502 -3.035 2.528 0.004
C -6.266 -3.647 2.649 -0.051
C -5.143 -3.074 2.062 -0.058
C -5.255 -1.884 1.364 -0.007
C -6.491 -1.260 1.247 -0.082
C -6.583 0.033 0.511 -0.273
O -5.600 0.530 -0.002 0.085
H -11.348 2.430 0.143 0.111
H -9.333 3.509 -0.796 0.109
H -7.133 2.383 -0.621 0.117
H -11.159 0.239 1.286 0.123
H -8.385 -3.471 2.974 0.123
H -6.177 -4.574 3.198 0.110
H -4.180 -3.559 2.151 0.106
H -4.389 -1.429 0.902 0.106
```

Net charge: +1
Kohn-Sham gap, Eh: 0.267
E_HOMO, eV: -11.28



Entry 2:
Computed, not measured: a cluster of 2 separate species, C6H10O in total, with the ωB97M-V functional and the def2-TZVPD basis.

XYZ file:
```
17
Properties=species:S:1:pos:R:3:lowdin_charge:R:1
C 0.421 -0.170 -0.941 -0.175
C -0.252 0.264 -2.006 0.018
C 2.456 0.930 -0.122 0.051
C 1.157 0.740 0.009 -0.346
C 0.508 0.828 1.331 -0.135
C -0.848 0.799 1.430 0.019
H 0.587 -1.233 -0.793 0.110
H -0.374 -0.479 -2.802 0.060
H -0.809 1.187 -2.076 0.065
H 2.991 1.531 0.603 0.064
H 3.000 0.755 -1.068 0.079
H 1.059 0.917 2.261 0.099
H -1.375 1.213 2.286 0.052
H -1.540 0.453 0.669 0.049
H -2.883 -3.157 0.641 0.037
H -1.710 -2.200 0.675 0.024
O -2.478 -2.440 0.132 -0.074
```

Kohn-Sham gap, Eh: 0.351
SMILES: C=CC(=C)C=C.O
E_HOMO, eV: -8.86



Entry 3:
Computed, not measured: a structure of composition C20H27N2O3PReS, with the ωB97M-V functional and the def2-TZVPD basis.

XYZ file:
```
55
Properties=species:S:1:pos:R:3:lowdin_spin:R:1
C 0.981 -0.831 -4.033 0.054
C 1.256 -1.677 -2.959 0.007
C 1.125 -1.241 -1.640 0.065
C 0.678 0.070 -1.374 0.081
C 0.355 0.915 -2.476 0.046
C 0.525 0.466 -3.788 -0.008
C 1.425 -2.192 -0.520 0.011
C 2.166 -1.606 0.686 0.016
N 3.215 -0.589 0.269 0.024
Re 0.640 0.797 0.606 2.048
C -0.181 2.283 -2.205 -0.002
P -0.117 2.616 -0.332 0.059
H 1.585 -2.705 -3.126 0.001
H 0.287 1.143 -4.609 -0.002
H 1.117 -1.186 -5.054 0.003
H -1.240 2.379 -2.502 0.001
H 0.400 3.071 -2.712 0.001
H 0.495 -2.655 -0.150 0.002
H 2.040 -3.019 -0.906 0.000
H 1.514 -1.194 1.488 0.007
C -1.803 3.257 -0.090 0.016
C 0.837 4.171 -0.334 0.032
H 2.728 -2.410 1.177 0.001
C 4.515 -0.961 0.910 0.004
C 2.986 0.871 0.474 0.084
H -0.099 1.880 1.719 0.105
H 5.296 -0.270 0.579 0.000
H 4.407 -0.919 1.997 0.000
H 4.761 -1.975 0.593 0.001
H 3.990 1.324 0.562 0.005
H 2.666 1.399 -0.443 0.009
H 2.639 1.115 1.512 0.032
H 1.024 4.496 -1.365 0.002
H 0.252 4.925 0.206 0.002
H 1.789 4.012 0.182 0.001
H -2.126 3.759 -1.010 0.000
H -2.480 2.428 0.141 0.000
H -1.755 3.967 0.744 0.002
H 3.436 -0.763 -0.730 0.001
O -0.295 -0.869 3.130 0.058
C -1.187 -0.882 2.269 0.029
N -0.976 -0.288 0.997 0.148
S -2.292 -0.740 -0.193 0.015
O -2.841 0.449 -0.798 0.004
O -1.847 -1.834 -1.020 0.013
C -3.255 -1.335 1.144 0.010
C -4.565 -1.786 1.020 0.000
C -5.172 -2.360 2.143 0.006
C -4.452 -2.505 3.343 0.001
C -3.139 -2.044 3.444 0.002
C -2.543 -1.439 2.334 0.003
H -5.079 -1.677 0.066 0.000
H -6.204 -2.705 2.080 0.000
H -4.930 -2.988 4.197 0.000
H -2.553 -2.149 4.357 0.000
```

Net charge: +2
Kohn-Sham gap (alpha / beta), Eh: 0.276 / 0.238
2S+1: 4
E_HOMO (alpha / beta), eV: -14.44 / -14.93



Entry 4:
Computed, not measured: a cluster of 7 separate species, C10H37BO11 in total, with the ωB97M-V functional and the def2-TZVPD basis.

XYZ file:
```
59
Properties=species:S:1:pos:R:3:lowdin_spin:R:1
O -1.655 1.617 0.841 0.181
H -2.319 1.901 0.209 0.022
H -1.249 0.788 0.576 0.015
H -2.084 1.556 1.697 0.142
B -0.244 -0.755 -0.313 0.032
H -0.696 -0.101 -1.042 0.002
H 0.826 -0.624 -0.287 0.001
H -0.712 -0.496 0.625 0.009
H -0.458 -1.788 -0.541 0.000
C 0.065 -3.221 2.572 0.002
C -0.997 -3.582 1.464 0.003
O -2.023 -2.621 1.451 0.040
O -0.454 -3.509 3.897 0.006
H 0.289 -2.158 2.492 0.001
H 0.939 -3.855 2.421 0.000
H -1.439 -4.558 1.667 0.000
H -0.508 -3.732 0.501 0.000
H -1.601 -1.925 0.942 0.002
H -0.975 -2.800 4.282 0.004
C 0.131 -1.531 -3.688 0.000
C 0.118 0.034 -3.872 0.001
O 0.818 0.781 -2.825 0.004
O -0.971 -1.863 -2.815 0.003
H 1.115 -1.736 -3.266 0.000
H 0.022 -2.040 -4.646 0.000
H -0.865 0.504 -3.843 0.001
H 0.632 0.472 -4.727 0.000
H 0.475 0.460 -1.988 0.001
H -0.707 -1.517 -1.960 0.000
C 4.243 -0.047 -0.381 0.000
C 3.598 -1.342 -0.845 0.000
O 2.815 -2.027 0.141 0.000
O 5.509 -0.231 0.290 0.000
H 3.538 0.469 0.270 0.000
H 4.475 0.446 -1.326 0.000
H 4.429 -1.992 -1.118 0.000
H 3.012 -1.300 -1.763 0.000
H 1.920 -1.735 -0.048 0.000
H 5.207 -0.391 1.187 0.000
C 1.439 0.754 2.419 0.010
C 1.474 2.008 3.320 0.020
O 2.476 2.839 2.858 0.004
O 1.264 1.262 1.043 0.018
H 0.677 0.039 2.730 0.008
H 2.373 0.210 2.554 0.000
H 1.660 1.764 4.365 0.002
H 0.517 2.522 3.235 0.019
H 2.369 2.917 1.907 0.000
H 0.963 0.617 0.399 0.001
C -4.120 2.584 -1.680 0.046
C -3.819 3.827 -0.796 0.069
O -3.741 3.331 0.544 0.177
O -2.979 1.731 -1.801 0.026
H -4.367 2.969 -2.670 0.003
H -4.998 2.025 -1.356 0.017
H -4.741 4.399 -0.897 0.018
H -2.905 4.358 -1.061 0.009
H -4.600 3.351 0.971 0.072
H -3.161 0.942 -2.317 0.006
```

Net charge: -1
Kohn-Sham gap (alpha / beta), Eh: 0.120 / 0.359
2S+1: 2
E_HOMO (alpha / beta), eV: -0.49 / -7.09



Entry 5:
Computed, not measured: an isolated molecule of C16H15NO3, with the ωB97M-V functional and the def2-TZVPD basis.

XYZ file:
```
35
Properties=species:S:1:pos:R:3:lowdin_charge:R:1
C -2.269 -1.722 1.786 -0.028
H -2.458 -1.016 2.590 0.084
H -1.867 -2.640 2.210 0.083
H -3.215 -1.944 1.295 0.084
C -1.280 -1.121 0.783 -0.333
N -0.985 -2.103 -0.239 0.108
C 0.206 -2.383 -0.815 -0.455
O 0.337 -3.337 -1.555 0.072
C 1.339 -1.460 -0.488 -0.147
C 2.509 -1.999 0.025 -0.016
C 3.614 -1.204 0.316 0.020
C 3.502 0.139 0.052 -0.200
C 2.333 0.683 -0.487 -0.185
C 1.236 -0.092 -0.767 0.066
H 0.345 0.336 -1.194 0.130
O 2.496 2.032 -0.656 0.038
C 3.808 2.321 -0.222 -0.157
O 4.422 1.135 0.235 0.038
H 4.390 2.740 -1.058 0.140
H 3.771 3.056 0.598 0.140
H 4.521 -1.619 0.722 0.119
H 2.558 -3.063 0.202 0.121
H -1.735 -2.733 -0.491 0.150
C -1.853 0.159 0.209 -0.220
C -2.719 0.134 -0.876 -0.037
C -3.249 1.310 -1.377 -0.078
C -2.925 2.523 -0.795 -0.091
C -2.066 2.556 0.290 -0.079
C -1.533 1.380 0.788 -0.046
H -0.856 1.409 1.629 0.118
H -1.806 3.499 0.747 0.103
H -3.338 3.440 -1.188 0.101
H -3.917 1.278 -2.226 0.103
H -2.971 -0.807 -1.342 0.112
H -0.343 -0.887 1.301 0.146
```

Kohn-Sham gap, Eh: 0.329
SMILES: C[C@@H](NC(=O)c1ccc2c(c1)OCO2)c1ccccc1
E_HOMO, eV: -8.26



Let's list ΔE to the lowest compared entry with this formula, charge and spin in order: 25.6 246.0 60.1 0.0 118.6 kJ/mol.
Let's list max |F| in order: 1.4 3.5 5.8 3.9 1.3 eV/A.